{
  "formula": "C7H15N3S3",
  "method": "the ωB97M-V functional and the def2-TZVPD basis",
  "smiles": "S[C@@H]1[C@H]2CNC[C@@H]12.CNC(=S)NS",
  "homo_energy_ha": -0.2940,
  "gap_ev": 8.3,
  "fmax_ev_per_a": 1.78,
  "energy_ev": -44475.7636,
  "elements": ["S", "C", "C", "C", "N", "C", "C", "H", "H", "H", "H", "H", "H", "H", "H", "H", "C", "N", "C", "S", "N", "S", "H", "H", "H", "H", "H", "H"],
  "positions_angstrom": [[-3.755, -2.016, 0.443], [-2.743, -0.550, 0.611], [-2.866, 0.580, -0.374], [-2.334, 1.942, 0.089], [-0.877, 1.931, -0.110], [-0.472, 0.523, 0.010], [-1.672, -0.330, -0.422], [-4.922, -1.461, 0.804], [-2.489, -0.287, 1.637], [-3.647, 0.523, -1.127], [-2.786, 2.772, -0.461], [-2.552, 2.100, 1.154], [-0.700, 2.217, -1.070], [0.415, 0.332, -0.601], [-0.205, 0.312, 1.052], [-1.561, -1.068, -1.211], [4.329, 0.104, -0.237], [3.341, -0.214, 0.769], [2.154, -0.828, 0.550], [1.094, -1.138, 1.818], [1.903, -1.161, -0.736], [0.479, -1.951, -1.316], [5.173, 0.595, 0.250], [4.708, -0.799, -0.735], [3.931, 0.793, -0.995], [3.513, 0.028, 1.731], [2.579, -0.950, -1.456], [-0.037, -2.000, -0.067]],
  "forces_ev_per_a": [[0.05, 0.09, -0.02], [-0.05, 0.02, 0.21], [-0.12, 0.13, 0.01], [-0.14, 0.09, 0.09], [-0.14, 0.12, -0.42], [-0.55, 0.68, 0.03], [-0.51, 0.35, -0.07], [0.03, -0.01, -0.01], [0.00, -0.03, -0.16], [0.12, 0.00, 0.13], [0.03, -0.11, 0.06], [0.04, -0.04, -0.15], [-0.06, 0.04, 0.12], [-0.57, 0.47, 0.23], [-0.54, 0.51, -0.72], [-0.57, 0.54, 0.22], [0.08, 0.03, -0.09], [-0.09, 0.05, 0.12], [0.16, -0.28, 0.28], [1.14, -1.06, 0.37], [0.25, -0.37, -0.18], [1.49, -0.95, -0.20], [-0.15, -0.08, -0.09], [-0.05, 0.12, 0.06], [0.07, -0.09, 0.11], [-0.04, -0.03, -0.13], [-0.03, -0.07, 0.16], [0.16, -0.12, 0.04]],
  "nbo_charge": [-0.017, -0.362, -0.261, -0.233, -0.608, -0.278, -0.258, 0.121, 0.223, 0.229, 0.205, 0.188, 0.339, 0.208, 0.225, 0.227, -0.433, -0.596, 0.292, -0.254, -0.757, 0.165, 0.230, 0.197, 0.196, 0.423, 0.412, 0.174]
}



{
  "formula": "C31H27Cl3IrN3O3PS",
  "method": "the ωB97M-V functional and the def2-TZVPD basis",
  "total_charge": -1,
  "homo_energy_ha": [-0.1524, -0.1524],
  "gap_ev": [6.7, 6.7],
  "fmax_ev_per_a": 2.09,
  "energy_ev": -103730.9127,
  "elements": ["Ir", "N", "C", "S", "N", "N", "C", "C", "C", "C", "C", "C", "C", "O", "H", "H", "H", "H", "H", "H", "H", "C", "C", "C", "C", "C", "C", "C", "P", "C", "C", "C", "C", "C", "C", "C", "C", "C", "C", "C", "C", "C", "C", "H", "H", "H", "H", "H", "H", "H", "H", "H", "H", "H", "H", "H", "H", "H", "H", "H", "H", "H", "H", "Cl", "C", "Cl", "Cl", "C", "O", "O"],
  "positions_angstrom": [[-1.300, -0.199, -1.412], [-2.525, 4.013, -1.581], [-2.436, 2.682, -1.249], [-2.066, 1.591, -2.561], [-2.689, 2.350, -0.027], [-2.552, 0.957, 0.164], [-3.246, 0.518, 1.140], [-3.286, -0.860, 1.592], [-4.132, -1.161, 2.665], [-4.229, -2.432, 3.190], [-3.448, -3.442, 2.617], [-2.604, -3.177, 1.563], [-2.482, -1.875, 1.015], [-1.604, -1.688, 0.082], [-2.599, 4.241, -2.556], [-3.056, 4.578, -0.938], [-3.854, 1.243, 1.685], [-4.722, -0.354, 3.090], [-4.886, -2.642, 4.023], [-3.509, -4.453, 3.004], [-2.002, -3.956, 1.111], [3.561, 1.129, 1.412], [2.609, 0.135, 2.031], [2.927, -0.357, 3.296], [2.131, -1.291, 3.942], [0.996, -1.774, 3.313], [0.657, -1.294, 2.057], [1.433, -0.329, 1.413], [0.822, 0.262, -0.215], [1.195, 2.057, -0.201], [1.994, 2.601, -1.206], [2.196, 3.969, -1.306], [1.589, 4.813, -0.387], [0.803, 4.277, 0.620], [0.592, 2.905, 0.737], [-0.236, 2.392, 1.885], [1.995, -0.557, -1.384], [3.103, -1.315, -1.047], [3.662, -2.181, -1.989], [3.079, -2.311, -3.241], [1.952, -1.562, -3.579], [1.421, -0.683, -2.655], [0.196, 0.152, -2.846], [4.562, 0.976, 1.818], [3.261, 2.158, 1.628], [3.616, 1.036, 0.330], [3.831, 0.001, 3.777], [2.410, -1.647, 4.926], [0.369, -2.516, 3.790], [-0.222, -1.665, 1.554], [2.480, 1.938, -1.913], [2.817, 4.368, -2.098], [1.720, 5.885, -0.458], [0.323, 4.935, 1.336], [-0.941, 3.158, 2.208], [0.403, 2.121, 2.730], [-0.811, 1.506, 1.620], [3.522, -1.269, -0.048], [4.525, -2.778, -1.723], [3.478, -3.025, -3.952], [1.463, -1.694, -4.538], [-0.228, 0.055, -3.844], [0.479, 1.186, -2.675], [-0.233, -3.453, -1.812], [-1.716, -3.569, -2.779], [-1.624, -5.042, -3.761], [-3.130, -3.703, -1.705], [-1.878, -2.292, -3.686], [-1.800, -2.457, -4.889], [-2.127, -1.185, -3.103]],
  "forces_ev_per_a": [[1.30, 0.95, 1.33], [0.01, 0.01, 0.13], [-0.17, -0.08, -0.07], [-0.01, 0.94, -0.29], [0.21, -0.50, -0.23], [-0.63, 0.06, -0.03], [0.02, -0.11, 0.15], [0.00, 0.21, -0.08], [-0.05, -0.07, 0.05], [0.04, 0.05, -0.05], [0.01, -0.03, -0.02], [-0.03, -0.01, 0.07], [0.06, 0.03, -0.13], [-0.01, -0.60, -0.25], [0.03, -0.04, -0.02], [-0.06, 0.01, -0.05], [0.04, -0.01, 0.05], [0.00, 0.00, 0.00], [-0.01, 0.00, -0.01], [0.01, 0.01, 0.01], [-0.01, 0.02, 0.03], [-0.02, 0.01, 0.01], [0.00, 0.03, -0.02], [0.00, -0.02, -0.01], [0.01, 0.00, 0.00], [0.01, 0.00, -0.01], [0.02, 0.04, 0.02], [-0.12, 0.05, 0.11], [-0.30, 0.24, -0.31], [0.13, -0.02, -0.17], [0.01, 0.00, 0.01], [-0.02, -0.02, 0.04], [0.01, -0.02, -0.01], [0.00, 0.01, 0.01], [-0.06, -0.01, 0.05], [0.06, -0.06, 0.03], [-0.30, -0.36, 0.17], [0.12, 0.06, 0.00], [-0.04, 0.07, 0.02], [-0.11, 0.07, -0.02], [0.33, -0.03, -0.04], [-0.43, 0.34, 0.23], [0.27, -0.88, -0.27], [-0.01, 0.01, 0.01], [-0.01, -0.01, -0.01], [0.01, -0.02, 0.01], [-0.01, 0.00, 0.00], [0.00, 0.00, 0.00], [0.00, 0.01, -0.01], [0.04, 0.00, 0.00], [-0.02, 0.00, -0.01], [-0.01, 0.00, 0.00], [0.01, 0.00, 0.01], [0.01, 0.00, -0.01], [0.00, -0.04, 0.01], [0.03, 0.02, 0.01], [0.08, 0.05, -0.01], [-0.01, -0.04, -0.01], [-0.01, -0.01, 0.00], [0.03, 0.01, 0.01], [0.02, 0.01, 0.01], [0.03, -0.01, -0.06], [0.03, 0.18, -0.34], [0.06, -0.22, -0.15], [-0.09, 0.02, 0.22], [0.00, -0.02, 0.00], [0.01, -0.04, -0.14], [-0.08, 0.43, -0.14], [0.07, -0.08, -0.01], [-0.49, -0.59, 0.20]],
  "nbo_charge": [0.830, -0.810, 0.261, -0.043, -0.450, -0.345, 0.130, -0.241, -0.145, -0.305, -0.205, -0.249, 0.384, -0.777, 0.391, 0.384, 0.174, 0.196, 0.201, 0.199, 0.215, -0.644, 0.006, -0.222, -0.200, -0.236, -0.122, -0.383, 1.031, -0.375, -0.201, -0.228, -0.207, -0.231, 0.096, -0.649, -0.290, -0.224, -0.241, -0.186, -0.225, -0.008, -0.606, 0.210, 0.229, 0.228, 0.200, 0.205, 0.217, 0.250, 0.222, 0.208, 0.204, 0.203, 0.221, 0.214, 0.235, 0.214, 0.204, 0.206, 0.226, 0.228, 0.206, 0.029, -0.195, 0.011, 0.015, 0.736, -0.637, -0.735]
}



{
  "formula": "C4H6O2S",
  "method": "the ωB97M-V functional and the def2-TZVPD basis",
  "smiles": "C1S[C@H]2CO[C@@H]1O2",
  "homo_energy_ha": -0.3286,
  "gap_ev": 9.8,
  "fmax_ev_per_a": 2.33,
  "energy_ev": -19174.4316,
  "elements": ["C", "S", "C", "C", "O", "C", "O", "H", "H", "H", "H", "H", "H"],
  "positions_angstrom": [[-0.205, -1.375, 0.750], [1.386, -1.241, -0.157], [1.087, 0.548, -0.311], [-0.134, 0.785, -1.203], [-1.239, 0.550, -0.369], [-0.628, 0.158, 0.871], [0.597, 0.889, 0.938], [-1.096, -1.851, 0.242], [-0.148, -1.876, 1.728], [1.964, 1.075, -0.598], [-0.141, 0.166, -2.076], [-0.220, 1.849, -1.571], [-1.225, 0.324, 1.755]],
  "forces_ev_per_a": [[-1.62, 0.75, -0.16], [-0.35, -0.80, -0.03], [-0.69, -0.69, -0.48], [0.19, 2.04, -1.12], [0.09, -0.52, 1.68], [0.96, -1.19, -0.19], [-1.13, 0.40, 0.71], [1.34, 0.27, 0.00], [0.50, 0.36, -0.26], [0.70, 0.41, -0.03], [-0.03, -0.64, -0.43], [0.38, -0.82, 0.43], [-0.34, 0.44, -0.14]],
  "nbo_charge": [-0.586, 0.172, -0.067, -0.108, -0.515, 0.342, -0.491, 0.230, 0.225, 0.228, 0.191, 0.179, 0.200]
}



{
  "formula": "C28H28BaN2Si",
  "method": "the ωB97M-V functional and the def2-TZVPD basis",
  "homo_energy_ha": -0.1883,
  "gap_ev": 4.4,
  "fmax_ev_per_a": 19.06,
  "energy_ev": -41033.3091,
  "elements": ["C", "C", "C", "H", "C", "C", "H", "H", "H", "H", "Ba", "C", "H", "H", "H", "Si", "C", "C", "H", "C", "H", "C", "H", "C", "H", "C", "H", "C", "C", "H", "C", "H", "C", "H", "C", "H", "C", "H", "H", "H", "C", "C", "C", "C", "N", "C", "C", "C", "C", "C", "C", "N", "H", "H", "H", "H", "H", "H", "H", "H"],
  "positions_angstrom": [[1.230, 2.732, 1.056], [0.292, 2.854, 0.007], [-1.000, 2.672, 0.550], [0.508, 3.048, -1.029], [-0.859, 2.440, 1.938], [0.518, 2.476, 2.254], [0.949, 2.337, 3.232], [2.301, 2.815, 0.963], [-1.918, 2.683, -0.011], [-1.661, 2.262, 2.635], [0.159, 0.733, 0.827], [-1.335, -3.083, -4.612], [-2.033, -3.089, -3.779], [-1.619, -2.306, -5.316], [-0.332, -2.890, -4.244], [0.077, -0.151, -1.527], [1.744, -0.166, -2.441], [2.538, 0.984, -2.495], [2.186, 1.892, -2.020], [3.776, 0.987, -3.121], [4.367, 1.894, -3.151], [4.263, -0.177, -3.701], [5.233, -0.183, -4.183], [3.494, -1.332, -3.661], [3.863, -2.243, -4.117], [2.250, -1.320, -3.046], [1.658, -2.227, -3.031], [-1.076, 0.915, -2.603], [-0.674, 1.439, -3.834], [0.290, 1.162, -4.243], [-1.489, 2.303, -4.556], [-1.150, 2.691, -5.509], [-2.737, 2.659, -4.067], [-3.374, 3.330, -4.629], [-3.160, 2.148, -2.847], [-4.134, 2.415, -2.456], [-2.335, 1.295, -2.128], [-2.679, 0.921, -1.171], [-0.416, -1.563, -1.771], [-1.359, -4.049, -5.110], [-0.580, 1.414, 6.330], [-0.629, 0.156, 6.878], [-0.523, -0.944, 6.045], [-0.352, -0.778, 4.643], [-0.270, 0.471, 4.093], [-0.408, 1.555, 4.959], [-0.244, -1.924, 3.750], [-0.292, -3.259, 4.220], [-0.173, -4.313, 3.324], [-0.013, -4.047, 1.974], [0.031, -2.724, 1.541], [-0.079, -1.688, 2.421], [-0.683, 2.289, 6.962], [-0.761, 0.033, 7.946], [-0.580, -1.902, 6.530], [-0.431, 2.584, 4.638], [-0.412, -3.521, 5.257], [-0.204, -5.334, 3.683], [0.083, -4.861, 1.266], [0.165, -2.516, 0.491]],
  "forces_ev_per_a": [[0.35, 4.27, 1.04], [-0.34, 4.47, -0.56], [-0.68, 4.40, 0.62], [-0.02, -0.08, -0.11], [-1.00, 4.52, 0.92], [0.41, 4.63, 0.74], [0.15, -0.21, -0.38], [0.12, -0.16, -0.04], [-0.01, -0.13, -0.02], [-0.04, -0.27, -0.06], [1.76, -18.42, 4.58], [0.00, -0.05, -0.02], [-0.01, 0.04, 0.06], [0.00, 0.06, -0.02], [0.02, 0.06, 0.03], [-0.24, -1.73, -6.50], [-0.31, -0.19, -0.24], [0.16, -0.10, 0.08], [-0.03, 0.13, -0.04], [0.03, -0.01, 0.00], [0.01, 0.01, 0.00], [0.01, 0.04, -0.04], [0.00, 0.01, -0.01], [0.00, -0.01, 0.05], [0.01, -0.01, -0.02], [0.26, -0.07, -0.01], [-0.02, -0.01, -0.02], [0.08, -0.27, -0.34], [-0.14, 0.19, -0.12], [0.03, -0.01, -0.01], [0.05, -0.02, 0.03], [0.00, 0.01, -0.02], [-0.05, 0.03, 0.04], [-0.01, 0.00, 0.00], [-0.07, 0.00, -0.04], [-0.02, 0.02, 0.00], [0.06, 0.01, -0.26], [-0.13, -0.13, 0.09], [-0.03, -0.06, -0.08], [-0.01, -0.08, -0.06], [0.04, 0.37, -0.40], [0.02, -0.50, -0.14], [0.04, 0.30, -0.46], [-0.02, 2.33, 1.28], [-0.57, 0.61, 2.14], [-0.15, -2.31, 0.10], [0.29, -1.96, -1.79], [0.06, 0.37, -0.43], [-0.02, 0.44, -0.03], [0.03, 0.09, -0.21], [-0.17, 0.19, 2.06], [-0.06, -1.02, 0.01], [0.02, 0.02, -0.15], [0.02, -0.11, -0.04], [0.03, -0.35, -0.26], [0.20, -0.12, -0.92], [-0.03, 0.26, 0.20], [-0.01, 0.04, 0.00], [0.00, 0.09, -0.05], [-0.03, 0.40, -0.17]],
  "mulliken_charge": [-1.311, -0.478, -1.133, 0.470, -0.069, -0.268, 0.394, 0.425, 0.628, 0.390, 1.824, -0.765, 0.210, 0.243, 0.008, -0.400, 0.281, 0.208, 0.193, -0.821, 0.396, -0.412, 0.361, -0.653, 0.391, -0.385, 0.222, 0.746, -0.372, 0.366, -0.629, 0.396, -0.470, 0.365, -0.574, 0.395, -0.640, 0.601, -0.407, 0.346, -0.895, -0.512, -0.600, 0.596, 0.024, -0.280, 0.529, -0.729, -0.383, -0.926, -0.026, 0.122, 0.408, 0.435, 0.252, 0.452, 0.259, 0.430, 0.417, 0.354]
}